(1)
ORCA calculation (the ωB97M-V functional and the def2-TZVPD basis) on 4 unconnected molecules or ions with the total composition C4H12O4 at a distorted geometry.

Geometry as XYZ:
```
20
Properties=species:S:1:pos:R:3:forces:R:3
C 0.421673 2.144131 0.149626 -1.3 0.7 -0.3
C 0.548531 1.589202 -1.049935 -0.1 0.1 -0.9
C 1.110536 0.300289 -1.458300 1.0 2.2 -0.2
C 0.624344 -0.916982 -1.064135 -1.6 -5.2 -2.0
O 1.127297 -2.055723 -1.700633 0.3 4.0 1.2
H 0.046967 3.152683 0.312875 0.1 0.0 -0.7
H 0.473898 1.657679 1.049903 1.0 -1.5 1.9
H 0.229071 2.278964 -1.825871 0.8 -0.2 -0.7
H 1.985903 0.358627 -2.164631 -1.1 -0.4 0.5
H -0.420604 -1.167951 -0.693571 1.6 1.2 0.4
H 0.584181 -2.814591 -1.535898 -0.7 -0.8 0.4
H 2.739301 -0.824032 0.616261 1.7 0.2 0.0
H 1.886860 -1.328613 1.822333 0.2 -0.2 0.6
O 1.882244 -1.042684 0.916054 -1.9 0.0 -0.4
H -3.316266 -0.456539 -0.599527 -0.3 -0.1 -0.5
H -3.736551 -0.055198 0.805877 -0.5 0.1 0.4
O -2.976369 -0.229498 0.259297 0.7 0.0 -0.1
H -0.389585 0.166042 2.363249 -1.3 -0.7 -0.4
H -1.630213 -0.347681 1.479904 -0.2 0.4 -0.9
O -1.191218 -0.408126 2.317122 1.7 0.2 1.4
```
Forces are in eV/Å.

## Properties
⟨S²⟩: 0.76
Total charge: +1
M in Da: 124.1
Energy relative to the best compared isomer or geometry (same formula, charge and spin) in kJ/mol: 11.5
E_tot in eV: -12522.214
HOMO (spin up / spin down) in eV: -14.262 / -14.260
2S+1: 2
HOMO-LUMO gap (spin up / spin down) in eV: 10.270 / 6.664
Strongest force on any atom in Eh/bohr: 0.1117
E_LUMO (spin up / spin down) in eV: -4.0 / -7.6

(2)
ORCA calculation (the ωB97M-V functional and the def2-TZVPD basis) on a molecular structure, C9H21ClIO2P2Pt at a distorted geometry.

Geometry as XYZ:
```
37
Properties=species:S:1:pos:R:3:forces:R:3
C -3.373324 -1.151119 0.413449 0.1 0.9 0.0
C -4.406001 -0.186830 1.052955 -1.1 -3.7 -1.3
H -3.881535 -2.076888 0.167987 -0.2 -0.1 0.0
H -2.547599 -1.362016 1.096603 -0.2 0.2 0.1
H -2.974574 -0.705441 -0.513990 -0.3 0.0 0.4
O -5.533613 -0.679908 1.079815 1.2 1.7 0.4
I -4.316052 1.647310 1.853380 -0.6 1.0 0.6
Pt 0.824962 -0.285629 -0.344711 2.0 -2.2 -1.0
P 0.485946 0.884135 -2.314687 0.2 3.6 -2.0
C -0.922803 2.019499 -2.207206 -0.2 0.1 1.0
C 1.767764 2.019232 -2.968032 -0.1 -0.5 -0.5
H 1.456858 2.300171 -4.011597 0.2 -0.3 0.9
H 0.097443 0.198602 -4.577881 0.0 0.0 0.3
H 2.748153 1.531814 -3.003920 -0.1 0.2 0.0
H 0.836901 -1.083166 -3.559587 -0.1 -0.1 -0.4
H -0.662270 2.784293 -1.444361 -0.3 -0.3 -0.5
H 1.796881 2.929749 -2.369880 0.1 -0.1 0.1
C 0.085519 -0.290789 -3.590953 -0.3 -1.3 0.3
H -1.096586 2.536767 -3.162543 0.1 -0.3 0.1
H -0.906842 -0.743485 -3.391437 0.5 0.2 -0.2
H -1.835997 1.484984 -1.889383 0.3 0.4 -0.3
P 1.536415 -0.776902 1.855914 0.4 0.7 3.1
C 0.368222 -0.106272 3.082767 -0.3 0.3 -0.7
C 1.478959 -2.569480 2.055143 -0.8 -0.1 -1.3
H 3.921322 -0.404474 1.788611 -0.2 0.2 0.5
H 3.308294 -0.690292 3.455729 0.0 -0.2 0.0
H 3.021111 0.904030 2.699058 0.2 -0.9 -0.3
C 3.107777 -0.196688 2.505237 0.4 1.0 -0.8
H 2.017421 -2.997025 1.217981 0.2 -0.5 0.0
H 1.968580 -2.837017 2.982276 0.2 0.1 0.4
H 0.678709 -0.382558 4.091754 0.1 -0.2 -0.1
H -0.663437 -0.434546 2.900902 0.3 0.0 0.2
H 0.435280 -2.933271 2.031171 0.5 0.1 0.1
H 0.424977 0.981162 3.005327 -0.1 0.0 0.1
Cl 2.866314 -1.127346 -1.160035 -0.2 -0.3 -0.1
O -1.476643 1.228516 0.821420 2.4 -0.6 -0.9
C -0.636530 0.570878 0.352723 -4.4 1.0 1.6
```
Forces are in eV/Å.

## Properties
⟨S²⟩: 6.03
Total charge: +3
M in Da: 580.6
Energy relative to the best compared isomer or geometry (same formula, charge and spin) in kJ/mol: 91.5
E_tot in eV: -56182.224
HOMO (spin up / spin down) in eV: -16.532 / -20.023
2S+1: 5
HOMO-LUMO gap (spin up / spin down) in eV: 6.442 / 5.148
Strongest force on any atom in Eh/bohr: 0.0928
E_LUMO (spin up / spin down) in eV: -10.1 / -14.9

(3)
ORCA calculation (the ωB97M-V functional and the def2-TZVPD basis) on 3 unconnected molecules or ions with the total composition C4H11N2O2 at a distorted geometry.

Geometry as XYZ:
```
19
Properties=species:S:1:pos:R:3:forces:R:3
C -1.021514 -1.290927 -2.814899 1.4 0.7 -0.6
C -0.462379 -1.041650 -1.457806 -0.2 1.5 4.0
C -0.808996 -1.427115 -0.095689 -0.8 0.8 -3.1
N -0.158112 -0.570558 0.766450 -0.9 -2.1 -1.0
C 0.646113 0.221825 0.123091 -0.5 1.3 -2.2
N 0.416618 0.063546 -1.228513 0.9 -0.5 0.0
H -1.138105 -0.350919 -3.427665 0.9 -0.9 0.6
H -2.005879 -1.575176 -2.730097 -2.3 -1.0 0.5
H -0.515901 -2.115358 -3.330488 0.1 0.5 -0.1
H -1.634911 -2.029618 0.338888 1.0 0.2 -0.9
H -0.446446 -0.627690 1.726664 0.9 0.6 0.5
H 1.271553 0.918214 0.643102 0.1 0.3 -0.4
H 0.898642 0.621483 -2.021932 -1.0 -1.4 2.1
H 2.171569 1.060353 2.842920 0.6 4.4 3.9
H 2.988536 0.235670 1.752441 4.7 -0.2 -1.8
O 2.279286 0.437872 2.238098 -4.9 -4.1 -1.5
H -0.514672 3.188514 2.043722 0.4 -3.0 -0.3
H -1.385435 2.136241 2.573195 -0.6 -0.7 0.4
O -0.579965 2.145297 2.058519 0.2 3.7 0.0
```
Forces are in eV/Å.

## Properties
Total charge: +1
M in Da: 119.1
Energy relative to the best compared isomer or geometry (same formula, charge and spin) in kJ/mol: 185.3
E_tot in eV: -11394.203
HOMO in eV: -13.279
HOMO-LUMO gap in eV: 10.477
Strongest force on any atom in Eh/bohr: 0.1283
E_LUMO in eV: -2.8